(1)
Molecular formula: H5S3
Method: DFT, wB97M-V/def2-TZVPD

Values from the calculation:
HOMO-LUMO gap = 7.2 eV
LUMO energy = 3.49 eV
highest occupied orbital energy = -0.136 Ha

Geometry as ORCA input:
```
! RIJCOSX wB97M-V def2-TZVPD def2/J DEFGRID3
* xyz -1 1
S 0.59314 1.48548 -0.46658
H -0.59861 2.00868 -0.58362
S -0.26075 -1.05398 -2.53096
H -0.78273 -1.88299 -1.60232
H 0.18578 0.08068 -1.65684
S 0.06254 -0.77515 2.38769
H 0.64460 0.12329 3.19212
H 0.15603 0.01399 1.26051
*
```

=====

(2)
Molecular formula: H60O30
Method: DFT, wB97M-V/def2-TZVPD

Values from the calculation:
HOMO-LUMO gap = 8.6 eV
LUMO energy = -1.35 eV
highest occupied orbital energy = -0.364 Ha

Geometry as ORCA input:
```
! RIJCOSX wB97M-V def2-TZVPD def2/J DEFGRID3
* xyz 0 1
O 21.28055 -8.34201 14.91114
H 22.22657 -8.44484 14.80772
H 20.97949 -8.02229 14.06062
O 19.44859 -3.27653 14.53869
H 18.90872 -3.71935 13.88395
H 18.98758 -2.45640 14.71501
O 17.68097 -5.11038 12.83309
H 17.23699 -4.80851 12.04063
H 17.31189 -5.97778 12.99932
O 22.48405 -3.13789 18.97328
H 22.56197 -4.03785 19.28987
H 21.64614 -3.11782 18.51096
O 19.55766 -4.82253 10.74813
H 18.86367 -5.14357 10.17234
H 19.10548 -4.57739 11.55540
O 19.78242 -2.17834 19.60099
H 19.88227 -2.67003 20.41616
H 18.85178 -1.95707 19.56664
O 19.03305 -4.73851 17.14290
H 18.70946 -4.75208 16.24216
H 19.64167 -4.00014 17.16816
O 19.89583 -8.20658 12.32742
H 19.91317 -8.38016 11.38624
H 19.00258 -7.90912 12.50018
O 18.10910 -1.37163 11.90067
H 18.57526 -1.31753 12.73493
H 17.69328 -0.51511 11.80212
O 17.83384 -1.45051 9.14104
H 17.74838 -0.54542 8.84147
H 17.99156 -1.37786 10.08236
O 22.21784 -4.77179 10.76607
H 21.31256 -5.07322 10.84251
H 22.64180 -5.07986 11.56706
O 21.46592 -1.63499 12.27216
H 20.88244 -2.15803 11.72242
H 22.24219 -1.49251 11.73055
O 18.40711 -0.66622 14.94012
H 18.32245 -0.58104 15.88976
H 18.52762 0.23077 14.62851
O 21.16005 0.75203 17.65141
H 20.26597 1.08115 17.55893
H 21.09543 0.06487 18.31463
O 22.18255 2.15826 15.51313
H 21.78744 1.30753 15.70384
H 22.14354 2.63258 16.34363
O 16.95859 -0.99110 19.29349
H 16.74247 -1.23551 18.39361
H 17.26700 -0.08723 19.22920
O 24.04258 -0.20002 15.41005
H 23.56462 -1.02366 15.50700
H 23.54986 0.42712 15.93934
O 17.17417 -5.29697 8.91741
H 17.01345 -4.87824 8.07179
H 16.84256 -4.67160 9.56176
O 15.07238 -0.76380 14.04943
H 14.18831 -1.09718 14.20278
H 15.26099 -0.99347 13.13954
O 16.45992 -6.95474 16.02035
H 16.36923 -7.72405 15.45805
H 16.22318 -7.26664 16.89379
O 24.12174 -4.39641 15.54678
H 23.40655 -3.76193 15.50001
H 24.84920 -3.90989 15.93451
O 22.00624 -2.08519 15.07248
H 21.18782 -2.37506 15.47546
H 21.76063 -1.83908 14.18066
O 14.31244 -3.91550 12.73966
H 13.58726 -3.29496 12.66696
H 14.93615 -3.63526 12.06981
O 15.79016 -0.34444 16.68784
H 15.54777 -0.52323 15.77927
H 14.95500 -0.28440 17.15166
O 19.24805 -8.47263 16.76308
H 19.73677 -8.08952 16.03465
H 18.79884 -7.73038 17.16743
O 18.93164 1.95884 16.92946
H 19.28264 2.83833 16.78972
H 18.03826 1.99998 16.58827
O 16.99801 -7.88765 12.24844
H 16.63534 -8.69773 12.60688
H 16.32297 -7.56637 11.65066
O 14.01884 -6.02520 14.38846
H 14.89722 -5.91906 14.75372
H 13.84488 -5.19885 13.93777
O 16.44625 -3.37070 10.67390
H 16.97366 -2.69259 11.09610
H 15.88865 -2.89329 10.05959
O 17.61165 -6.11474 19.06156
H 18.21034 -5.83275 18.36998
H 17.41775 -5.31571 19.55166
*
```

=====

(3)
Molecular formula: H64O32
Method: DFT, wB97M-V/def2-TZVPD

Values from the calculation:
HOMO-LUMO gap = 11.1 eV
LUMO energy = 0.03 eV
highest occupied orbital energy = -0.407 Ha

Geometry as ORCA input:
```
! RIJCOSX wB97M-V def2-TZVPD def2/J DEFGRID3
* xyz 0 1
O -2.13252 -0.38792 -1.67679
H -2.67691 -1.09300 -1.30392
H -1.84989 0.16662 -0.91743
O -0.12298 -2.24894 -2.81611
H -0.79288 -1.82221 -2.23227
H 0.72623 -2.30696 -2.37432
O 3.34119 -1.47953 2.38849
H 4.18425 -1.07820 2.68608
H 3.19952 -1.17004 1.48929
O -2.84353 0.25093 2.69156
H -3.01974 -0.40565 2.00375
H -2.10881 -0.14815 3.20340
O -0.58422 -2.20727 2.14331
H -1.39052 -2.77273 2.00484
H 0.03869 -2.77784 2.66532
O -1.87894 3.30397 -1.61367
H -1.23969 3.65146 -2.22016
H -1.85551 3.95269 -0.88529
O -1.76832 2.76455 2.59509
H -2.32095 1.93132 2.50180
H -1.22641 2.46152 3.32980
O -2.24821 -5.21694 1.62145
H -1.46042 -5.77695 1.79068
H -3.01514 -5.78164 1.58008
O -0.24923 0.52311 -3.66270
H -0.15013 -0.36011 -3.27707
H -1.16146 0.65373 -3.98305
O 2.55901 1.51652 1.84866
H 2.19581 0.62760 1.58812
H 2.27439 2.24707 1.28084
O -0.82197 4.83641 0.80764
H -1.11080 5.73231 0.90307
H -1.50408 4.24913 1.22070
O 0.77464 6.27838 -1.62238
H 1.48217 6.39896 -2.28216
H 0.84200 5.38101 -1.29323
O 1.54433 2.12858 -5.40260
H 1.00558 1.44505 -4.99345
H 1.38956 2.08314 -6.33478
O 0.66069 1.81117 3.78398
H 1.11106 2.26854 4.48711
H 1.25725 1.92494 3.03152
O 0.40293 3.23743 -2.97874
H 1.12291 3.63591 -3.52549
H 0.35688 2.30996 -3.23013
O 5.13185 0.94647 3.70065
H 4.64982 1.42503 2.99801
H 5.95134 0.64873 3.28972
O -0.68304 1.67866 0.19537
H -1.16405 1.98313 -0.59758
H -0.99207 2.21525 1.01551
O 3.87172 4.10805 -1.48792
H 3.94622 5.05876 -1.72109
H 2.99981 3.99821 -1.14221
O -3.62956 -3.35557 -0.92654
H -3.84429 -3.91009 -1.73513
H -4.47955 -2.93224 -0.67491
O 1.55410 3.38207 -0.03119
H 0.90817 2.82986 -0.46330
H 0.98385 4.10667 0.25412
O -2.95981 0.97104 -3.82641
H -3.51737 1.75282 -3.76379
H -2.69637 0.73026 -2.92427
O 0.92250 -0.73875 0.26118
H 0.46497 0.10635 0.38240
H 0.50723 -1.43977 0.79142
O 3.41789 -0.77816 -0.86382
H 4.07246 -0.11765 -1.05678
H 2.64095 -0.21259 -0.74409
O 1.49450 -3.08507 3.61281
H 1.29672 -3.02056 4.55975
H 2.14606 -2.42543 3.40907
O 0.22648 -2.51466 6.14360
H -0.08297 -1.59434 5.89485
H -0.58368 -3.02459 6.36992
O -2.24666 -3.40172 -4.05214
H -1.29744 -3.51884 -3.82985
H -2.29329 -2.44387 -3.80577
O 0.70389 -5.28195 1.79203
H 1.20578 -4.87731 2.47478
H 1.00309 -5.02119 0.96077
O -0.69415 -0.61957 4.32215
H -0.53226 -1.45326 3.86263
H 0.00763 -0.02348 4.05239
O 1.95698 -3.19481 -1.23734
H 2.67125 -2.53489 -1.18015
H 2.33945 -4.02829 -1.48646
O -4.73836 -4.69108 -3.48234
H -4.56020 -5.63440 -3.35926
H -4.01507 -4.30728 -4.00960
O 2.71511 4.40742 -4.23116
H 3.41470 4.25248 -3.61995
H 2.45059 3.52627 -4.51326
O -3.81219 -2.52203 1.65172
H -4.26313 -2.79118 2.45829
H -3.50542 -3.37084 1.29233
*
```

=====

(4)
Molecular formula: H66O33
Method: DFT, wB97M-V/def2-TZVPD

Values from the calculation:
HOMO-LUMO gap = 8.8 eV
LUMO energy = -1.21 eV
highest occupied orbital energy = -0.367 Ha

Geometry as ORCA input:
```
! RIJCOSX wB97M-V def2-TZVPD def2/J DEFGRID3
* xyz 0 1
O 0.07859 -17.74157 -5.11431
H -0.38718 -17.00403 -5.50842
H 0.64650 -17.34226 -4.45532
O -5.92329 -19.11631 -2.29818
H -6.18399 -18.20582 -2.15933
H -5.48153 -19.36590 -1.48652
O -3.11245 -19.17091 -8.59945
H -2.86164 -18.89777 -9.48190
H -3.33264 -20.09815 -8.68872
O -4.75713 -19.45367 -4.85332
H -5.17267 -19.16442 -4.04098
H -4.75877 -20.40920 -4.79671
O -4.64576 -21.93965 -7.15453
H -5.57545 -21.71683 -7.20195
H -4.31012 -21.75694 -8.03214
O 0.08958 -22.32330 -5.75493
H -0.36522 -21.94057 -5.00465
H 0.77735 -21.69199 -5.96624
O -2.06834 -21.59277 -8.40617
H -1.31148 -21.40645 -7.85058
H -1.70471 -22.06001 -9.15830
O -1.22602 -20.01696 -4.23059
H -0.69473 -19.30703 -4.59109
H -1.86572 -19.57735 -3.67044
O -0.58304 -21.04765 1.35075
H -0.80076 -21.36955 0.47599
H -1.43075 -20.90216 1.77081
O 0.93645 -16.40637 -2.75189
H 1.15483 -17.21295 -2.28501
H 0.52231 -15.85125 -2.09117
O -6.13832 -19.29243 -7.52030
H -5.53322 -19.27999 -6.77873
H -6.21213 -18.37559 -7.78522
O -3.56616 -17.24834 -6.41452
H -3.39485 -17.96610 -7.02419
H -4.01205 -17.66236 -5.67560
O 2.34418 -14.84426 -4.87476
H 1.73017 -14.11726 -4.77135
H 2.20612 -15.38723 -4.09864
O -4.36789 -19.50972 -0.07113
H -3.55609 -19.43594 0.43064
H -5.05798 -19.29247 0.55561
O -1.58915 -18.41583 -1.65132
H -0.68172 -18.35208 -1.35343
H -2.10736 -18.40323 -0.84662
O -0.56256 -24.60917 -2.81360
H -0.23313 -23.71051 -2.82489
H 0.04817 -25.08157 -2.24785
O 1.12089 -20.17074 -9.71378
H 0.61013 -20.10872 -8.90663
H 0.49328 -20.46765 -10.37271
O -2.50265 -24.38250 -7.27919
H -2.52621 -23.47787 -7.59115
H -2.73431 -24.32284 -6.35236
O 0.62444 -15.66477 -8.73180
H 0.01622 -15.73656 -7.99617
H 1.39745 -15.23719 -8.36322
O -1.34261 -15.81821 -6.35999
H -2.11589 -16.35760 -6.52527
H -1.67268 -15.07287 -5.85823
O -5.70498 -22.39425 -2.80686
H -5.97443 -23.12122 -3.36823
H -6.38771 -22.34170 -2.13802
O 0.54471 -17.81932 -0.19477
H 0.21057 -18.24093 0.59695
H 1.11691 -17.12290 0.12743
O -2.33280 -18.02186 0.95843
H -1.71375 -18.28122 1.64088
H -3.13591 -17.80596 1.43238
O -3.44918 -24.95149 -2.88844
H -3.64032 -24.25083 -3.51195
H -2.56938 -24.75368 -2.56743
O -0.25050 -19.50060 -7.46226
H 0.05775 -19.04271 -6.68025
H -1.19104 -19.32467 -7.48828
O 2.33843 -20.61531 -5.57133
H 2.55946 -19.68444 -5.60062
H 2.66334 -20.96534 -6.40088
O -2.91958 -15.99530 -2.72163
H -3.15286 -16.18870 -3.62960
H -2.23630 -16.63096 -2.50879
O -1.31495 -23.78369 0.06934
H -2.20566 -23.43645 0.11715
H -0.92166 -23.33349 -0.67824
O -3.20462 -22.87301 -4.97572
H -2.67038 -22.17676 -4.59354
H -3.50959 -22.51202 -5.80813
O 2.49892 -22.27552 -3.24894
H 2.36699 -21.84995 -4.09612
H 2.14345 -23.15665 -3.36505
O -3.34044 -15.24147 -0.24304
H -3.12841 -15.57280 -1.11568
H -3.38517 -16.02397 0.30644
O -3.32515 -21.24946 -2.61478
H -3.53083 -20.65719 -1.89149
H -4.13406 -21.73997 -2.76074
O -0.59667 -21.55214 -1.37719
H -1.37213 -21.51169 -1.93688
H 0.02890 -20.95709 -1.79049
*
```

=====

(5)
Molecular formula: H6N2Si
Method: DFT, wB97M-V/def2-TZVPD

Values from the calculation:
HOMO-LUMO gap = 7.9 eV
LUMO energy = -0.72 eV
highest occupied orbital energy = -0.317 Ha

Geometry as ORCA input:
```
! RIJCOSX wB97M-V def2-TZVPD def2/J DEFGRID3
* xyz 0 1
N 1.22274 -1.07644 -0.01067
N 0.18175 -0.35368 -0.71617
Si -1.04025 0.72353 -0.12482
H 0.71142 -1.77198 0.52146
H 1.68393 -0.58569 0.74398
H 0.71757 0.14819 -1.42068
H -2.22040 0.28125 0.70676
H -1.45981 0.93645 -1.52410
H 0.20306 1.69835 1.82424
*
```

=====

(6)
Molecular formula: H6N3OP
Method: DFT, wB97M-V/def2-TZVPD

Values from the calculation:
HOMO-LUMO gap = 10.6 eV
LUMO energy = 0.71 eV
highest occupied orbital energy = -0.364 Ha
SMILES = NP(N)(N)=O

Geometry as ORCA input:
```
! RIJCOSX wB97M-V def2-TZVPD def2/J DEFGRID3
* xyz 0 1
N -0.82612 0.77035 -1.20032
N -0.00880 -1.20021 0.23120
N 1.02570 0.90046 0.72576
O 1.62380 -0.07687 -1.73697
P 0.59292 0.05905 -0.67128
H -1.56817 1.18671 -0.73317
H -0.89885 1.37315 -2.06504
H -0.90813 -1.54208 -0.20121
H 0.58738 -1.95251 0.57758
H 0.32020 0.54768 1.36901
H 0.99307 1.84412 0.63266
*
```

=====

(7)
Molecular formula: H6N4
Method: DFT, wB97M-V/def2-TZVPD

Values from the calculation:
HOMO-LUMO gap (spin up / spin down) = 8.4 / 8.4 eV
LUMO energy (spin up / spin down) = 1.24 / 1.25 eV
highest occupied orbital energy (spin up / spin down) = -0.263 / -0.263 Ha

Geometry as ORCA input:
```
! RIJCOSX wB97M-V def2-TZVPD def2/J DEFGRID3
* xyz 0 1
N 1.92061 0.17852 0.11912
N -1.86462 -0.19334 0.15439
N 0.81777 -0.47447 -0.31346
N -0.79382 0.61304 0.04692
H 2.30772 0.86233 -0.54625
H 1.95199 0.49235 1.08961
H -2.14221 -0.56491 -0.84409
H -1.78613 -0.90880 0.74760
H 0.68940 -1.18528 0.38622
H -1.10071 1.18056 -0.84004
*
```

=====

(8)
Molecular formula: H6NO
Method: DFT, wB97M-V/def2-TZVPD

Values from the calculation:
HOMO-LUMO gap = 12.9 eV
LUMO energy = -4.10 eV
highest occupied orbital energy = -0.626 Ha

Geometry as ORCA input:
```
! RIJCOSX wB97M-V def2-TZVPD def2/J DEFGRID3
* xyz 1 1
N -0.59876 -0.42835 -0.88902
H -1.60085 -0.64405 -0.79268
H -0.23465 -0.21619 0.06813
H -0.07928 -1.19613 -1.33602
H -0.54852 0.43878 -1.41651
H 0.63344 1.23378 1.87148
H 1.68817 0.38267 1.14477
O 0.74046 0.42950 1.34985
*
```

=====

(9)
Molecular formula: H6O2S
Method: DFT, wB97M-V/def2-TZVPD

Values from the calculation:
HOMO-LUMO gap = 10.3 eV
LUMO energy = 0.58 eV
highest occupied orbital energy = -0.356 Ha
SMILES = O.O.S

Geometry as ORCA input:
```
! RIJCOSX wB97M-V def2-TZVPD def2/J DEFGRID3
* xyz 0 1
S 1.24671 1.43475 1.27088
H 1.93939 0.61361 0.46681
H 0.46771 1.94884 0.30124
H -0.85079 0.01817 -0.75919
H -0.20843 0.37905 -2.07551
O -0.81726 0.73326 -1.41658
H -1.28874 -2.08981 0.76412
H 0.05963 -1.44273 1.08572
O -0.54821 -1.59515 0.36250
*
```

=====

(10)
Molecular formula: H6O2S2
Method: DFT, wB97M-V/def2-TZVPD

Values from the calculation:
HOMO-LUMO gap (spin up / spin down) = 3.5 / 6.3 eV
LUMO energy (spin up / spin down) = 3.11 / 2.99 eV
highest occupied orbital energy (spin up / spin down) = -0.013 / -0.121 Ha

Geometry as ORCA input:
```
! RIJCOSX wB97M-V def2-TZVPD def2/J DEFGRID3
* xyz -1 2
S 1.60075 0.06333 -0.53562
S 1.23909 2.27969 -0.21072
H 0.41167 0.00194 -1.20947
H 1.40281 2.09117 1.12760
H -3.81701 -2.39086 1.40985
H -2.78828 -1.18071 1.08372
O -3.63004 -1.45073 1.46411
H -1.38477 -3.15046 -0.64960
H -0.68120 -2.43834 0.57334
O -1.18080 -2.31408 -0.23552
*
```

=====

Ordered F_max results: 0.0205 0.0229 0.0571 0.0259 0.0484 0.0731 0.1280 0.0162 0.0182 0.0512; unit hartree/bohr.
Ordered energy results: -32588.1512 -62400.9673 -66564.9475 -68642.2471 -10950.6017 -15905.9543 -6053.1046 -3628.5123 -15027.5826 -25862.5393; unit eV.
Ordered relative energy (zero: lowest compared OMol25 entry of this formula, charge and spin) results: 1.70 99.20 26.17 90.85 72.43 0.00 56.56 1.45 0.43 2.44; unit kcal per mole.